ORCA calculation (ωB97M-V with the def2-TZVPD basis set) on a molecular structure, C33H18IN8Sn.

## Properties
**HOMO-LUMO gap (alpha / beta)**: 0.1818 / 0.1817 Ha
**Charge**: +1

```
61
C33H18IN8Sn, DFT ωB97M-V with the def2-TZVPD basis set
Sn -0.41 0.09 -0.36
C 3.41 -3.71 -4.21
C 4.06 -2.50 -4.49
C 3.74 -1.33 -3.82
C 2.74 -1.40 -2.87
C 2.14 -0.38 -2.03
N 2.51 0.88 -2.00
C 2.01 1.81 -1.21
C 2.48 3.17 -1.13
C 3.48 3.84 -1.83
C 3.67 5.18 -1.53
C 2.90 5.83 -0.55
C 1.91 5.16 0.15
C 1.71 3.82 -0.15
C 0.77 2.85 0.36
N -0.11 3.08 1.31
C -0.92 2.19 1.83
N -1.05 0.87 1.48
C -1.98 0.25 2.29
N -2.34 -1.01 2.27
C -1.85 -1.94 1.47
N -0.91 -1.77 0.48
C -0.61 -2.98 -0.10
N 0.28 -3.21 -1.05
C 1.08 -2.31 -1.58
N 1.15 -0.97 -1.27
C 2.08 -2.60 -2.59
C 2.41 -3.77 -3.25
C -1.41 -3.99 0.55
C -1.52 -5.36 0.34
C -2.41 -6.06 1.13
C -3.18 -5.41 2.11
C -3.07 -4.05 2.32
C -2.18 -3.34 1.53
C -2.48 1.24 3.22
C -3.42 1.15 4.24
C -3.70 2.30 4.95
C -3.05 3.51 4.67
C -2.10 3.60 3.67
C -1.82 2.44 2.94
N 0.99 1.66 -0.30
H 3.69 -4.60 -4.75
H 4.84 -2.49 -5.25
H 4.25 -0.40 -4.03
H 4.07 3.33 -2.58
H 4.42 5.74 -2.06
H 3.08 6.88 -0.35
H 1.31 5.65 0.90
H 1.89 -4.70 -3.03
H -0.92 -5.85 -0.41
H -2.53 -7.12 0.99
H -3.87 -5.99 2.70
H -3.66 -3.54 3.07
H -3.92 0.21 4.45
H -4.43 2.27 5.75
H -3.29 4.39 5.25
H -1.58 4.52 3.45
I -1.23 -0.06 -3.79
C -1.85 0.65 -1.88
H -2.83 0.23 -1.65
H -1.91 1.74 -1.92
```


ORCA calculation (ωB97M-V with the def2-TZVPD basis set) on C5H8O in the gas phase.

## Properties
**HOMO-LUMO gap**: 0.3991 Ha
**Structure (SMILES)**: O=CCC1CC1

```
14
C5H8O, DFT ωB97M-V with the def2-TZVPD basis set
O 2.09 1.01 -1.24
C 2.02 0.70 -0.08
C 0.97 -0.23 0.49
C -0.22 -0.41 -0.41
C -1.55 -0.79 0.19
C -1.34 0.59 -0.36
H 2.76 1.09 0.65
H 1.47 -1.19 0.70
H 0.66 0.16 1.48
H 0.01 -0.82 -1.39
H -2.19 -1.47 -0.37
H -1.61 -0.91 1.27
H -1.83 0.86 -1.29
H -1.25 1.41 0.35
```


ORCA calculation (ωB97M-V with the def2-TZVPD basis set) on 2 unconnected molecules or ions with the total composition CH2FNOS in a non-equilibrium geometry.

## Properties
**HOMO-LUMO gap (alpha / beta)**: 0.3324 / 0.3114 Ha

```
7
CH2FNOS, DFT ωB97M-V with the def2-TZVPD basis set
C 0.31 -0.57 -0.31
N -1.77 0.47 -0.08
O 2.71 -0.62 -0.09
F -1.17 1.67 -0.08
S 1.58 0.25 0.19
H 0.46 -1.59 -0.54
H -2.13 0.38 0.92
```


ORCA calculation (ωB97M-V with the def2-TZVPD basis set) on a molecular structure, C16H17BF4NO11P2RhTe in a non-equilibrium geometry.

## Properties
**2S+1**: 5
**Expectation value of S²**: 6.0143
**HOMO-LUMO gap (alpha / beta)**: 0.2566 / 0.2555 Ha
**Charge**: -2

```
54
C16H17BF4NO11P2RhTe, DFT ωB97M-V with the def2-TZVPD basis set
Rh -0.85 -0.23 -1.56
O -0.03 -2.53 -2.10
P 1.45 -2.70 -2.82
O 1.58 -4.06 -3.36
O 2.38 -2.10 -1.79
O 1.35 -1.62 -4.03
P 1.14 -0.02 -3.95
O 2.00 0.35 -2.65
O 1.65 0.65 -5.15
O -0.34 0.19 -3.56
H -0.72 -3.04 -2.54
H 2.42 -0.46 -2.27
O -1.68 1.72 -0.89
C -2.83 1.82 -0.47
C -3.53 0.89 0.37
C -4.78 1.30 0.83
C -5.50 0.51 1.69
C -5.00 -0.75 2.09
C -3.80 -1.19 1.63
C -3.00 -0.39 0.74
O -1.88 -0.83 0.35
N -6.78 0.98 2.19
O -7.42 0.22 2.90
O -7.21 2.05 1.78
H -3.40 2.73 -0.74
H -5.19 2.26 0.53
H -5.61 -1.37 2.74
H -3.42 -2.17 1.88
C 6.00 2.56 2.29
C 4.86 1.71 1.79
C 4.91 0.33 1.84
C 3.86 -0.47 1.41
C 4.01 -1.97 1.44
C 2.70 0.15 0.92
Te 1.04 -1.04 0.41
C 2.64 1.55 0.81
C 1.46 2.26 0.20
C 3.72 2.31 1.26
H 6.84 1.94 2.61
H 5.69 3.17 3.15
H 6.35 3.24 1.52
H 5.81 -0.15 2.22
H 5.03 -2.24 1.72
H 3.77 -2.42 0.47
H 3.32 -2.42 2.17
H 1.26 1.88 -0.81
H 1.64 3.33 0.14
H 0.54 2.09 0.77
H 3.67 3.39 1.18
F -4.48 -2.92 -3.05
B -4.04 -2.31 -1.87
F -2.92 -1.46 -2.18
F -5.05 -1.49 -1.33
F -3.63 -3.27 -0.94
```


Taking the records one at a time from the top gives energy above the lowest of the compared OMol25 structures with the same formula, charge and spin values of 1.1 29.2 166.8 0.0 kcal/mol.
Taking the records one at a time from the top gives E_tot values of -60363.2700 -7360.9901 -18152.2941 -81319.4371 eV.